{"formula": "C6H10", "method": "ωB97M-V/def2-TZVPD", "relative_energy_kj_mol": 206.6, "homo_ev": -8.382, "symbols": ["C", "C", "C", "C", "C", "C", "H", "H", "H", "H", "H", "H", "H", "H", "H", "H"], "positions_angstrom": [[2.066, 1.770, 1.383], [0.403, 0.295, 0.069], [-0.929, -1.187, -1.349], [-2.136, -1.756, -1.743], [0.688, 1.095, 1.340], [-0.405, -0.847, -0.038], [2.033, 2.548, 0.680], [-0.423, -0.592, -2.151], [-0.935, -1.114, 0.871], [-2.892, -2.006, -1.053], [0.882, 0.777, -0.894], [-0.075, 1.890, 1.535], [2.763, 1.021, 1.058], [2.360, 2.219, 2.385], [-2.508, -1.312, -2.620], [0.674, 0.351, 2.222]], "nbo_charge": [-0.597, -0.117, -0.169, -0.422, -0.449, -0.261, 0.199, 0.191, 0.209, 0.187, 0.190, 0.217, 0.206, 0.215, 0.196, 0.206]}